one) Below is a structure of composition C50H47As2Cl3GeN4O5Rb, with properties calculated with ωB97M-V/def2-TZVPD.

XYZ file:
```
113
Properties=species:S:1:pos:R:3:mulliken_spin:R:1
Rb -0.27 1.36 -0.84 -0.03
O -0.07 3.12 4.51 0.00
C -0.11 2.74 3.21 0.00
O 0.29 1.67 2.84 0.00
C -0.77 3.77 2.34 0.00
C -1.50 4.83 2.87 0.00
C -2.17 5.67 1.99 0.00
C -2.08 5.41 0.63 0.00
C -1.28 4.36 0.21 0.01
N -0.64 3.55 1.04 0.00
C -1.04 4.06 -1.25 0.05
O -2.01 3.94 -2.07 0.03
O 0.13 3.86 -1.62 0.03
H 0.34 2.38 4.98 0.00
H -1.55 4.97 3.94 0.00
H -2.76 6.49 2.36 0.00
H -2.59 6.02 -0.10 0.00
C 2.39 -0.52 1.23 0.00
C 1.07 -1.02 0.66 -0.01
As 0.42 -2.80 1.21 0.00
C 2.10 -3.71 0.83 0.00
C 2.24 -4.19 -0.47 0.00
C 3.45 -4.75 -0.89 0.00
C 4.51 -4.84 0.00 0.00
C 4.37 -4.38 1.30 0.00
C 3.17 -3.81 1.71 0.00
C 0.51 -2.64 3.14 0.00
C 0.67 -3.78 3.92 0.00
C 0.59 -3.72 5.30 0.00
C 0.34 -2.50 5.93 0.00
C 0.17 -1.36 5.16 0.00
C 0.25 -1.42 3.78 0.00
As 2.82 1.29 0.57 0.00
C 3.19 0.85 -1.30 0.00
C 3.73 -0.37 -1.71 0.00
C 4.02 -0.60 -3.04 0.00
C 3.78 0.40 -3.98 0.00
C 3.25 1.61 -3.59 0.01
C 2.94 1.83 -2.25 0.00
C 4.67 1.40 1.19 0.00
C 5.50 2.36 0.60 0.00
C 6.81 2.51 1.02 0.00
C 7.30 1.71 2.05 0.00
C 6.48 0.76 2.64 0.00
C 5.17 0.61 2.21 0.00
H 3.21 -1.20 1.00 0.00
H 2.32 -0.44 2.32 0.00
H 1.15 -1.14 -0.43 0.01
H 0.28 -0.31 0.86 0.00
H 1.41 -4.13 -1.17 0.00
H 3.55 -5.11 -1.90 0.00
H 5.44 -5.28 -0.32 0.00
H 5.20 -4.44 1.99 0.00
H 3.08 -3.43 2.72 0.00
H 0.85 -4.74 3.44 0.00
H 0.72 -4.62 5.89 0.00
H 0.28 -2.45 7.01 0.00
H -0.02 -0.41 5.65 0.00
H 0.13 -0.51 3.20 0.00
H 3.93 -1.15 -0.98 0.00
H 4.44 -1.55 -3.35 0.00
H 4.01 0.22 -5.03 0.00
H 3.04 2.38 -4.32 0.00
H 2.49 2.78 -1.96 0.00
H 5.12 2.99 -0.20 0.00
H 7.44 3.25 0.55 0.00
H 8.33 1.82 2.38 0.00
H 6.86 0.14 3.44 0.00
H 4.55 -0.14 2.68 0.00
Cl -0.31 1.19 -3.81 0.22
Ge -0.92 3.51 -3.81 0.43
Cl 0.07 5.38 -4.53 0.17
Cl -2.76 3.47 -5.06 0.08
C -5.54 -1.57 -4.43 0.00
N -4.42 -0.81 -3.92 0.00
N -3.59 -1.41 -2.97 0.00
C -3.02 -0.42 -2.18 0.00
O -2.13 -0.69 -1.36 0.01
C -3.63 0.80 -2.58 0.00
C -4.48 0.52 -3.61 0.00
C -5.43 1.40 -4.33 0.00
C -2.96 -2.65 -3.25 0.00
C -2.63 -2.99 -4.55 0.00
C -1.99 -4.19 -4.80 0.00
C -1.65 -5.03 -3.75 0.00
C -1.97 -4.67 -2.44 0.00
C -2.63 -3.48 -2.19 0.00
H -5.31 -2.63 -4.34 0.00
H -5.68 -1.34 -5.49 0.00
H -6.46 -1.36 -3.88 0.00
H -3.41 1.78 -2.20 -0.01
H -5.27 2.43 -4.03 0.00
H -6.46 1.12 -4.11 0.00
H -5.28 1.33 -5.41 0.00
H -2.85 -2.31 -5.36 0.00
H -1.73 -4.46 -5.81 0.00
H -1.14 -5.97 -3.94 0.00
H -1.70 -5.31 -1.62 0.00
H -2.87 -3.18 -1.18 0.00
N -2.11 -0.08 1.54 0.00
C -2.88 0.91 2.13 0.00
C -2.89 1.07 3.52 0.00
C -3.63 2.09 4.10 0.00
C -4.35 2.98 3.31 0.00
C -4.34 2.83 1.93 0.00
C -3.61 1.81 1.34 0.00
H -1.93 -0.88 2.14 0.00
H -2.35 -0.35 0.59 0.00
H -2.33 0.38 4.13 0.00
H -3.64 2.19 5.17 0.00
H -4.93 3.77 3.77 0.00
H -4.90 3.50 1.30 0.00
H -3.62 1.69 0.27 0.00
```

Computed properties:
2S+1: 2
<S²>: 0.754
Kohn-Sham gap (alpha / beta): 6.15 / 7.78 eV
Lowest unoccupied orbital energy (alpha / beta): -0.006 / -0.014 Ha


two) Below is a structure of composition C50H47As2Cl3GeN4O5Rb, with properties calculated with ωB97M-V/def2-TZVPD.

XYZ file:
```
113
Properties=species:S:1:pos:R:3:mulliken_spin:R:1
Rb -0.80 -0.31 0.19 0.02
O -6.12 -2.15 -0.67 0.00
C -4.85 -1.79 -0.48 0.00
O -4.54 -0.90 0.26 0.00
C -3.89 -2.62 -1.26 0.00
C -4.33 -3.69 -2.04 0.00
C -3.39 -4.38 -2.78 0.00
C -2.07 -3.98 -2.71 0.00
C -1.73 -2.92 -1.88 0.02
N -2.62 -2.26 -1.16 0.00
C -0.27 -2.51 -1.78 0.01
O 0.30 -2.25 -2.86 0.11
O 0.25 -2.44 -0.64 0.07
H -6.68 -1.59 -0.11 0.00
H -5.38 -3.95 -2.06 0.00
H -3.69 -5.21 -3.40 0.00
H -1.29 -4.47 -3.29 0.00
C 3.17 -1.41 0.27 0.07
C 2.27 -1.40 1.51 -0.04
As 2.50 0.19 2.65 0.00
C 1.98 -0.63 4.35 0.00
C 1.31 0.21 5.24 0.00
C 0.86 -0.27 6.47 0.00
C 1.07 -1.59 6.81 0.00
C 1.73 -2.44 5.93 0.00
C 2.18 -1.96 4.71 0.00
C 4.47 0.14 2.69 0.00
C 5.24 -0.89 3.21 0.00
C 6.62 -0.85 3.12 0.00
C 7.25 0.22 2.49 0.00
C 6.50 1.25 1.97 0.00
C 5.12 1.21 2.08 0.01
As 2.36 -1.31 -1.54 0.44
C 1.65 0.48 -1.77 0.10
C 0.95 0.77 -2.94 0.01
C 0.53 2.07 -3.18 -0.01
C 0.80 3.07 -2.26 0.01
C 1.49 2.78 -1.09 0.00
C 1.92 1.48 -0.84 -0.01
C 4.08 -1.23 -2.48 0.07
C 4.83 -2.40 -2.58 0.04
C 6.09 -2.37 -3.15 0.00
C 6.61 -1.18 -3.64 0.01
C 5.87 -0.02 -3.55 0.00
C 4.60 -0.04 -2.98 0.02
H 3.76 -2.34 0.21 0.02
H 3.91 -0.61 0.28 0.03
H 2.46 -2.29 2.11 0.00
H 1.23 -1.47 1.20 0.00
H 1.11 1.23 4.96 0.00
H 0.34 0.40 7.14 0.00
H 0.72 -1.97 7.76 0.00
H 1.89 -3.48 6.19 0.00
H 2.67 -2.65 4.04 0.00
H 4.77 -1.72 3.71 0.00
H 7.21 -1.66 3.53 0.00
H 8.33 0.24 2.42 0.00
H 6.98 2.09 1.49 0.00
H 4.53 2.03 1.68 0.00
H 0.74 -0.02 -3.64 0.00
H -0.03 2.29 -4.07 0.00
H 0.45 4.08 -2.44 0.00
H 1.68 3.56 -0.36 0.00
H 2.46 1.27 0.07 0.01
H 4.41 -3.33 -2.22 0.00
H 6.66 -3.28 -3.23 0.00
H 7.60 -1.16 -4.08 0.00
H 6.27 0.91 -3.93 0.00
H 4.02 0.87 -2.92 0.00
Cl -3.88 3.35 2.52 0.00
Ge -3.14 1.22 2.10 0.00
Cl -0.80 1.38 2.69 0.00
Cl -3.76 0.29 4.09 0.00
C -4.21 5.63 -1.09 0.00
N -2.89 5.01 -1.17 0.00
N -2.93 3.67 -1.59 0.00
C -2.08 2.90 -0.80 0.00
O -1.88 1.70 -0.98 0.00
C -1.52 3.81 0.16 0.00
C -2.08 5.02 -0.04 0.00
C -2.01 6.23 0.81 0.00
C -3.26 3.38 -2.93 0.00
C -3.72 2.11 -3.26 0.00
C -4.00 1.81 -4.59 0.00
C -3.83 2.77 -5.58 0.00
C -3.37 4.04 -5.24 0.00
C -3.08 4.34 -3.92 0.00
H -4.72 5.49 -2.03 0.00
H -4.08 6.69 -0.91 0.00
H -4.79 5.18 -0.28 0.00
H -0.86 3.52 0.96 0.00
H -1.18 6.13 1.51 0.00
H -2.93 6.32 1.40 0.00
H -1.87 7.14 0.22 0.00
H -3.86 1.37 -2.48 0.00
H -4.35 0.83 -4.85 0.00
H -4.05 2.54 -6.61 0.00
H -3.24 4.79 -6.00 0.00
H -2.70 5.32 -3.65 0.00
N -1.56 -1.96 2.81 0.00
C -2.17 -3.07 2.26 0.00
C -3.56 -3.24 2.34 0.00
C -4.16 -4.34 1.76 0.00
C -3.41 -5.29 1.09 0.00
C -2.03 -5.13 1.01 0.00
C -1.42 -4.04 1.60 0.00
H -2.10 -1.40 3.45 0.00
H -0.61 -2.07 3.10 0.00
H -4.15 -2.50 2.86 0.00
H -5.24 -4.46 1.84 0.00
H -3.88 -6.15 0.63 0.00
H -1.42 -5.87 0.50 0.00
H -0.34 -3.92 1.52 0.00
```

Computed properties:
2S+1: 2
<S²>: 0.754
Kohn-Sham gap (alpha / beta): 7.46 / 5.35 eV
Lowest unoccupied orbital energy (alpha / beta): 0.005 / -0.073 Ha


Most stable = one)


one) Below is the molecule C2H2F3NO2, with properties calculated with ωB97M-V/def2-TZVPD.

XYZ file:
```
10
Properties=species:S:1:pos:R:3:nbo_charge:R:1
O -1.82 -0.90 0.84 -0.37
N -2.12 0.07 0.19 0.55
O -3.08 0.70 -0.05 -0.28
C -0.51 0.66 -0.40 0.20
F -0.83 1.80 -1.09 -0.32
C 0.51 0.83 0.70 0.49
F 0.29 1.99 1.35 -0.32
F 1.77 0.90 0.13 -0.33
H -0.19 -0.11 -1.22 0.21
H 0.52 0.00 1.52 0.18
```

Computed properties:
2S+1: 1
Kohn-Sham gap: 11.00 eV
Lowest unoccupied orbital energy: 0.001 Ha


two) Below is the molecule C2H2F3NO2, with properties calculated with ωB97M-V/def2-TZVPD.

XYZ file:
```
10
Properties=species:S:1:pos:R:3:nbo_charge:R:1
O 0.07 1.26 1.50 -0.35
N 0.87 0.63 0.92 0.53
O 2.02 0.83 0.84 -0.34
C 0.35 -0.56 0.09 0.21
F -0.28 -1.45 0.86 -0.32
C -0.84 0.01 -0.80 0.53
F -1.16 -0.88 -1.73 -0.32
F -0.57 1.18 -1.40 -0.32
H 1.21 -1.19 -0.31 0.21
H -1.67 0.17 0.02 0.16
```

Computed properties:
2S+1: 1
Kohn-Sham gap: 11.85 eV
Lowest unoccupied orbital energy: 0.005 Ha


Most stable = two)


one) Below is a structure of composition C9H8N4, with properties calculated with ωB97M-V/def2-TZVPD.

XYZ file:
```
21
Properties=species:S:1:pos:R:3:nbo_charge:R:1
C 3.03 0.87 0.10 -0.17
C 3.26 -0.49 -0.07 -0.24
C 1.72 1.31 0.11 -0.19
C -3.33 -1.31 0.14 -0.33
C 2.20 -1.34 -0.10 0.04
C -3.88 -0.02 0.01 -0.01
C -1.98 -1.17 0.00 -0.03
C 0.68 0.42 -0.08 0.02
C -0.64 0.94 -0.04 0.39
N 0.91 -0.91 -0.19 -0.45
N -3.00 0.89 -0.15 -0.26
N -0.70 2.92 -0.02 -0.43
N -1.78 0.25 -0.15 -0.27
H 3.77 1.55 0.19 0.21
H 4.20 -0.96 -0.19 0.22
H 1.31 2.39 0.22 0.27
H -3.76 -2.21 0.30 0.23
H 2.47 -2.33 -0.20 0.19
H -4.95 0.34 0.00 0.22
H -1.03 -1.65 -0.03 0.28
H -1.65 2.97 0.34 0.30
```

Computed properties:
2S+1: 1
Kohn-Sham gap (alpha / beta): 8.94 / 6.36 eV
Lowest unoccupied orbital energy (alpha / beta): -0.032 / -0.029 Ha


two) Below is the molecule C9H8N4, with properties calculated with ωB97M-V/def2-TZVPD.

XYZ file:
```
21
Properties=species:S:1:pos:R:3:nbo_charge:R:1
N 3.21 -1.82 -0.06 -0.81
C 2.51 -0.60 0.09 0.58
N 3.14 0.55 0.13 -0.50
C 2.39 1.68 0.08 0.07
C 1.04 1.69 -0.01 -0.33
C 0.38 0.38 -0.15 0.26
C -1.05 0.24 -0.01 -0.03
C -1.47 -1.11 -0.02 -0.24
C -2.77 -1.42 0.15 0.04
N -3.78 -0.54 0.05 -0.40
C -3.39 0.74 -0.11 0.02
C -2.14 1.20 0.07 -0.24
N 1.17 -0.66 -0.24 -0.50
H 4.18 -1.69 0.05 0.38
H 3.03 -2.78 0.03 0.41
H 2.95 2.65 0.27 0.20
H 0.53 2.63 -0.11 0.22
H -0.61 -1.67 -0.04 0.25
H -3.10 -2.43 0.46 0.19
H -4.30 1.48 -0.23 0.20
H -1.79 2.21 -0.01 0.22
```

Computed properties:
2S+1: 1
Kohn-Sham gap: 8.53 eV
Lowest unoccupied orbital energy: -0.019 Ha


Most stable = two)